(1)
Molecular formula: C37H31GeIN4ORuS2
Method: DFT, ωB97M-V with the def2-TZVPD basis set

Output
Energy above the lowest of the compared OMol25 structures with the same formula, charge and spin: 9.4 kcal per mole
Net charge: +1
<S²>: 0.773
E_LUMO (spin up / spin down): -4.31 / -4.67 eV
Strongest force on any atom: 0.54 eV/A
E_tot: -135743.389 eV
Spin multiplicity: 2
HOMO level (spin up / spin down): -10.5 / -10.6 eV

Last column: Löwdin charge in e.
Element x y z (Å)
Ru: 0.772 -0.283 -0.994  0.495
S: 1.194 1.673 -1.910  0.732
C: -0.225 2.646 -1.576  -0.587
C: -0.384 3.895 -2.168  -0.028
C: -1.498 4.662 -1.868  -0.166
C: -1.664 5.940 -2.500  -0.162
N: -1.798 6.960 -3.009  0.198
C: -2.453 4.189 -0.952  -0.164
C: -2.286 2.953 -0.348  -0.034
C: -1.177 2.181 -0.664  -0.606
S: -0.913 0.616 0.070  0.749
C: -3.608 4.978 -0.628  -0.161
N: -4.530 5.602 -0.348  0.198
H: 0.354 4.269 -2.865  0.130
H: -3.023 2.601 0.362  0.129
C: -0.656 -5.826 2.572  0.033
N: -0.627 -4.428 2.183  -0.037
N: 0.133 -3.977 1.134  0.070
C: -0.023 -2.630 1.019  -0.402
O: 0.628 -2.020 0.113  -0.260
C: -0.925 -2.236 2.027  0.049
C: -1.269 -3.380 2.721  -0.239
C: -2.184 -3.536 3.883  0.004
C: 0.934 -4.817 0.302  -0.210
C: 0.315 -5.705 -0.567  -0.014
C: 1.100 -6.487 -1.399  -0.061
C: 2.483 -6.357 -1.370  -0.066
C: 3.086 -5.456 -0.504  -0.056
C: 2.312 -4.681 0.346  0.005
H: 0.320 -6.268 2.391  0.103
H: -1.417 -6.375 2.018  0.104
H: -0.871 -5.873 3.636  0.097
H: -1.271 -1.238 2.226  0.087
H: -2.630 -2.576 4.127  0.092
H: -1.649 -3.895 4.763  0.094
H: -2.988 -4.239 3.663  0.097
H: -0.765 -5.770 -0.599  0.124
H: 0.634 -7.187 -2.078  0.113
H: 3.092 -6.966 -2.026  0.112
H: 4.164 -5.361 -0.481  0.113
H: 2.760 -3.975 1.033  0.099
I: 1.648 -2.222 -3.016  0.989
C: -0.028 -0.982 -2.709  -0.748
H: -0.106 -0.306 -3.548  -0.025
H: -0.920 -1.564 -2.503  -0.002
C: 4.441 -0.428 -1.725  -0.282
Ge: 3.257 0.064 -0.253  0.909
C: 3.499 -1.176 1.241  -0.296
C: 4.697 -1.892 1.259  -0.110
C: 4.993 -2.764 2.300  -0.080
C: 4.089 -2.939 3.337  -0.080
C: 2.894 -2.231 3.333  -0.076
C: 2.607 -1.357 2.296  -0.129
C: 3.618 1.927 0.197  -0.294
C: 4.670 2.523 -0.453  -0.104
C: 5.052 3.854 -0.174  -0.059
C: 4.364 4.581 0.751  -0.017
C: 3.262 4.015 1.438  -0.157
C: 2.525 4.765 2.386  -0.022
C: 1.454 4.220 3.035  -0.067
C: 1.074 2.890 2.763  -0.066
C: 1.774 2.146 1.857  -0.077
C: 2.887 2.676 1.166  -0.187
H: 5.479 -0.292 -1.415  0.032
H: 4.254 0.200 -2.595  0.029
H: 4.290 -1.467 -1.999  -0.037
H: 5.420 -1.781 0.459  0.095
H: 5.931 -3.303 2.301  0.110
H: 4.320 -3.617 4.148  0.109
H: 2.188 -2.350 4.146  0.108
H: 1.669 -0.817 2.323  0.081
H: 5.233 1.987 -1.207  0.088
H: 5.891 4.289 -0.701  0.110
H: 4.645 5.603 0.971  0.119
H: 2.827 5.786 2.587  0.118
H: 0.897 4.803 3.756  0.108
H: 0.223 2.461 3.277  0.107
H: 1.463 1.130 1.654  0.033

Forces on the atoms, in the same order (eV/Å):
-0.4412 -0.3131 -0.0626
-0.3500 0.0850 -0.2859
0.1060 -0.1230 0.2707
-0.0347 0.1503 -0.0425
0.1496 -0.0166 -0.0897
-0.0563 0.0204 0.0144
0.0335 0.0032 -0.0136
-0.0287 -0.1437 0.0839
-0.1221 0.1804 -0.0032
0.4059 -0.1670 -0.0668
-0.0657 0.1924 0.0204
0.0088 0.0477 0.0234
-0.0239 -0.0179 -0.0018
0.0037 -0.0027 0.0036
0.0073 -0.0153 0.0033
0.0043 0.0583 0.0139
0.0169 0.0109 0.0030
-0.0202 -0.0564 0.0726
-0.0285 0.0392 -0.0747
-0.0419 -0.0474 -0.1704
0.0442 -0.0382 0.0147
0.0180 0.0243 -0.0094
-0.0280 0.0185 0.0271
-0.0388 0.0168 -0.0217
0.0387 0.0205 -0.0148
0.0051 0.0005 -0.0076
-0.0096 -0.0169 -0.0149
0.0151 0.0124 0.0252
-0.0276 -0.0230 -0.0007
-0.0014 -0.0102 0.0025
0.0171 -0.0214 -0.0057
-0.0204 -0.0216 -0.0106
-0.0157 0.0081 -0.0047
0.0077 0.0016 -0.0033
0.0043 -0.0079 -0.0028
0.0103 -0.0097 -0.0028
-0.0070 0.0030 0.0061
-0.0030 -0.0022 -0.0014
0.0055 -0.0003 -0.0001
0.0033 0.0025 0.0005
0.0203 0.0299 0.0066
0.0907 0.0470 0.1084
0.2296 0.0437 0.0939
-0.1721 -0.0082 0.0101
0.0256 -0.0607 -0.0440
0.0094 0.0363 0.0539
0.1648 0.1537 0.0151
0.0194 -0.0465 -0.0274
-0.0061 -0.0658 -0.0361
-0.0159 -0.0089 0.0199
0.0148 0.0028 -0.0160
0.0126 -0.0067 -0.0143
-0.0226 0.0631 0.0299
0.1047 -0.0325 0.1158
0.0080 -0.0156 -0.0537
-0.0323 0.0566 0.0348
0.0231 -0.0120 -0.0315
-0.0304 -0.0075 -0.0121
-0.0208 -0.0058 0.0123
0.0181 0.0262 -0.0105
-0.0113 -0.0276 -0.0069
0.0076 0.0034 0.0368
-0.0212 0.0207 -0.0188
-0.0054 0.0372 0.0111
-0.0243 -0.0229 -0.0057
0.0674 -0.0491 0.0244
-0.0143 0.0226 -0.0098
0.0043 0.0003 -0.0062
-0.0067 0.0030 0.0089
-0.0042 -0.0009 0.0041
-0.0028 -0.0057 -0.0023
-0.0066 -0.0206 0.0218
0.0041 -0.0034 -0.0027
0.0062 0.0041 -0.0019
0.0015 0.0038 -0.0012
-0.0024 0.0043 0.0016
-0.0019 -0.0092 0.0001
0.0284 0.0093 0.0178

***

(2)
Molecular formula: C37H31N6O6PbS2
Method: DFT, ωB97M-V with the def2-TZVPD basis set

Output
Energy above the lowest of the compared OMol25 structures with the same formula, charge and spin: 0.0 kcal per mole
Net charge: +1
E_LUMO: -3.41 eV
Strongest force on any atom: 2.34 eV/A
E_tot: -87010.446 eV
Spin multiplicity: 1
HOMO level: -10.4 eV

Last column: Löwdin charge in e.
Element x y z (Å)
Pb: 1.821 2.036 -2.323  1.427
O: -2.469 2.131 -1.281  0.095
C: -1.279 2.357 -1.437  -0.443
N: -0.463 1.940 -2.463  -0.011
C: -0.934 1.004 -3.348  -0.445
O: -1.933 0.298 -3.197  0.099
C: -0.154 0.908 -4.632  -0.203
C: -0.607 0.113 -5.667  0.027
C: 0.264 -0.202 -6.712  -0.019
C: 1.498 0.400 -6.729  -0.051
C: 1.836 1.248 -5.717  -0.126
N: 1.056 1.509 -4.649  -0.022
C: -0.584 3.217 -0.401  -0.226
C: -1.386 4.045 0.386  0.017
C: -0.778 4.800 1.391  -0.018
C: 0.594 4.638 1.580  -0.040
C: 1.300 3.768 0.758  -0.164
N: 0.730 3.075 -0.216  -0.028
H: -1.623 -0.226 -5.618  0.125
H: -0.067 -0.932 -7.408  0.111
H: 2.222 0.233 -7.540  0.128
H: 2.760 1.791 -5.713  0.112
H: -2.467 4.017 0.226  0.118
H: -1.402 5.467 1.993  0.121
H: 1.057 5.132 2.393  0.098
H: 2.352 3.614 0.936  0.109
O: 4.284 -3.051 -0.729  0.069
C: 3.576 -3.186 -1.843  -0.271
C: 3.829 -4.329 -2.605  -0.002
C: 3.229 -4.501 -3.828  -0.069
C: 2.405 -3.535 -4.358  -0.077
C: 2.146 -2.392 -3.621  -0.012
C: 2.693 -2.224 -2.354  -0.072
C: 2.344 -0.991 -1.597  -0.438
O: 1.525 -0.186 -2.060  -0.220
N: 3.003 -0.841 -0.412  0.030
N: 2.463 0.152 0.357  -0.035
C: 2.822 0.199 1.595  -0.761
S: 1.604 0.899 2.669  1.194
C: 2.387 0.351 4.154  -0.368
C: 2.994 -1.023 3.920  -0.432
S: 3.963 -0.925 2.334  0.982
H: 4.045 -2.220 -0.279  0.033
H: 4.566 -5.006 -2.168  0.130
H: 3.438 -5.444 -4.332  0.117
H: 1.939 -3.679 -5.290  0.090
H: 1.525 -1.633 -4.046  0.098
H: 1.544 0.338 4.865  0.104
H: 3.095 1.124 4.491  0.120
H: 2.192 -1.759 3.848  0.086
H: 3.707 -1.344 4.683  0.090
C: -4.075 2.679 2.284  -0.040
C: -3.243 1.826 3.213  -0.221
C: -2.586 2.376 4.291  -0.047
C: -1.825 1.583 5.126  -0.063
C: -1.661 0.237 4.789  -0.049
C: -2.304 -0.310 3.711  -0.237
N: -2.055 -1.703 3.400  0.101
C: -1.668 -2.180 2.127  -0.210
C: -1.996 -3.495 1.733  -0.001
C: -1.785 -3.921 0.431  -0.055
C: -1.190 -3.088 -0.479  -0.059
C: -0.847 -1.804 -0.119  0.023
C: -1.034 -1.389 1.191  -0.116
C: -0.478 -0.091 1.530  -0.411
O: 0.456 -0.238 2.645  -0.261
O: -0.554 0.922 0.964  0.180
C: -3.098 0.481 2.906  -0.155
C: -3.900 -0.119 1.721  0.009
H: -3.963 3.751 2.448  0.076
H: -5.160 2.501 2.408  0.100
H: -3.876 2.521 1.235  0.059
H: -2.690 3.452 4.448  0.119
H: -1.346 2.011 6.011  0.110
H: -1.072 -0.442 5.360  0.106
H: -2.595 -2.380 3.966  0.159
H: -2.462 -4.128 2.479  0.116
H: -1.990 -4.926 0.135  0.110
H: -0.991 -3.430 -1.458  0.102
H: -0.336 -1.083 -0.759  0.115
H: -3.889 -1.213 1.696  0.078
H: -3.481 0.265 0.768  0.095
H: -4.968 0.156 1.796  0.095

Forces on the atoms, in the same order (eV/Å):
-0.1730 0.3509 0.2872
0.9098 0.2895 -0.2551
-0.7239 -0.2556 0.3103
0.2990 0.0379 0.3782
-2.2485 -0.6426 -0.0769
1.5570 0.7967 -0.3358
0.9293 0.1828 0.3976
0.3407 0.1455 -0.1605
-0.9623 0.3137 1.1425
0.8130 -0.4292 -1.2675
-0.0916 1.0915 1.2664
-0.4889 -1.1057 -0.8580
-0.4735 0.2167 0.1988
0.2382 -0.0484 0.1701
-0.3595 -0.4848 -0.6120
-0.8171 -0.3597 -0.3679
-0.2022 0.4118 0.6197
-0.3458 0.3016 -0.6066
-0.1612 -0.4387 0.0618
-0.0078 -0.2926 -0.8402
-0.4401 0.0007 0.4587
0.5027 0.0143 -0.1502
0.4967 0.1919 -0.0461
0.4528 -0.2035 -0.0422
0.6517 0.4711 0.5131
0.2983 -0.0428 -0.1447
0.3062 -0.5729 0.3924
0.3402 -0.0697 -0.5764
0.3821 0.1305 0.6340
0.6873 -1.1523 0.3925
-0.2370 0.7854 0.7396
0.1620 -0.8306 -0.4145
-0.2177 1.0424 0.7010
1.8317 -1.1812 0.6651
-1.1377 0.8098 -0.7000
-0.5997 0.9908 0.6287
-0.0715 -0.3818 -0.4048
-0.1114 -0.9857 -0.9064
0.1663 0.4412 -0.5462
-0.2477 0.1089 1.1138
0.5465 -0.0805 -0.6682
-0.5418 0.0347 0.9481
-0.2856 0.3101 0.0271
-0.3716 -0.0640 -0.3561
-0.1365 0.3330 -0.2191
-0.4136 -0.0996 -1.0482
-0.3882 0.3891 0.0091
0.3604 -0.0946 -0.0132
-0.1298 -0.2439 -0.3622
0.1859 -0.0478 -0.1666
-0.2277 0.2948 0.0749
-0.8588 0.4343 0.3948
-0.2499 0.5463 -1.1681
-0.1080 0.7006 0.1142
0.5016 -0.4471 0.2419
-0.0485 0.7176 0.8310
0.3154 -0.9379 -0.8836
-0.1383 -0.6917 0.0576
-0.9682 -0.7077 0.9981
-0.2572 0.4595 0.3418
0.3251 -0.0201 1.1915
0.1342 0.9409 -0.3559
0.5728 0.3357 -0.0269
-0.1314 0.3127 0.3702
0.2725 -1.4825 0.6336
0.1199 0.0378 -0.1455
0.0875 1.7042 -0.6090
-1.5016 -0.9916 -1.2113
0.2686 0.4195 0.3729
0.2438 -0.0161 0.2984
0.4323 -0.1423 0.0427
0.2469 -0.3558 -0.3093
0.0475 -0.3324 0.1997
-0.1114 -0.2243 -0.3206
0.5097 -0.2033 0.5892
0.5965 0.6766 -0.6272
-0.0533 -0.1305 -0.1730
-0.3379 -0.5065 0.0178
0.1343 -0.2630 -0.9517
-0.2683 -0.4602 -0.2387
0.2072 0.3121 0.0738
-0.3875 -0.2201 0.3651
0.5603 0.1566 -0.0982

***

(3)
Molecular formula: C37H31P2S3SbSiW
Method: DFT, ωB97M-V with the def2-TZVPD basis set

Output
Energy above the lowest of the compared OMol25 structures with the same formula, charge and spin: 5.7 kcal per mole
Net charge: +3
<S²>: 0.764
E_LUMO (spin up / spin down): -10.12 / -9.87 eV
Strongest force on any atom: 1.63 eV/A
E_tot: -106172.453 eV
Spin multiplicity: 2
HOMO level (spin up / spin down): -16.4 / -16.4 eV

Last column: Löwdin charge in e.
Element x y z (Å)
W: 1.197 -0.273 -0.544  0.589
C: 1.512 -2.553 2.439  -0.186
Si: 0.559 -1.098 1.824  0.500
C: -1.232 -1.530 1.443  -0.300
C: -2.284 -1.362 2.349  -0.071
C: -3.573 -1.746 2.012  -0.022
C: -3.848 -2.300 0.760  -0.025
C: -2.827 -2.486 -0.153  -0.045
C: -1.532 -2.081 0.186  -0.382
P: -0.115 -2.392 -0.858  1.025
C: -0.337 -3.940 -1.739  -0.359
C: 0.119 -5.108 -1.127  -0.069
C: -0.138 -6.336 -1.718  -0.036
C: -0.847 -6.390 -2.909  -0.023
C: -1.302 -5.223 -3.516  -0.034
C: -1.046 -3.989 -2.941  -0.080
C: -0.078 -1.182 -2.267  -0.557
C: -1.073 -0.219 -2.531  -0.080
C: -1.081 0.436 -3.750  -0.031
C: -0.117 0.136 -4.709  -0.001
C: 0.885 -0.804 -4.461  -0.041
C: 0.918 -1.451 -3.247  -0.135
C: 0.598 0.294 3.045  -0.299
C: 0.466 0.110 4.425  -0.053
C: 0.434 1.202 5.280  -0.019
C: 0.536 2.495 4.777  -0.025
C: 0.680 2.701 3.415  -0.046
C: 0.711 1.596 2.560  -0.376
P: 0.854 1.785 0.784  0.895
C: 1.997 3.167 0.611  -0.405
C: 3.399 2.856 0.890  -0.479
C: 4.316 3.932 1.235  -0.297
C: 3.849 5.282 1.068  -0.044
C: 2.579 5.519 0.659  0.013
C: 1.626 4.456 0.460  -0.032
C: -0.769 2.194 0.106  -0.355
C: -1.895 1.742 0.804  -0.068
C: -3.166 1.996 0.314  -0.032
C: -3.323 2.727 -0.857  -0.023
C: -2.208 3.197 -1.548  -0.050
C: -0.935 2.920 -1.082  -0.129
H: 0.961 -3.007 3.268  0.057
H: 2.498 -2.260 2.806  0.048
H: 1.646 -3.314 1.670  0.024
H: -2.098 -0.945 3.333  0.114
H: -4.374 -1.633 2.732  0.127
H: -4.856 -2.602 0.512  0.127
H: -3.034 -2.951 -1.110  0.118
H: 0.669 -5.068 -0.194  0.107
H: 0.216 -7.244 -1.250  0.125
H: -1.045 -7.347 -3.373  0.127
H: -1.857 -5.276 -4.442  0.124
H: -1.405 -3.090 -3.426  0.113
H: -1.852 -0.030 -1.798  0.116
H: -1.857 1.157 -3.969  0.126
H: -0.155 0.630 -5.672  0.135
H: 1.614 -1.037 -5.226  0.134
H: 1.653 -2.228 -3.059  0.128
H: 0.395 -0.888 4.843  0.120
H: 0.333 1.047 6.346  0.128
H: 0.510 3.342 5.450  0.127
H: 0.764 3.711 3.035  0.113
H: 3.622 1.889 1.330  0.098
H: 5.192 3.725 1.834  0.140
H: 4.525 6.096 1.290  0.141
H: 2.241 6.541 0.548  0.138
H: 0.595 4.720 0.256  0.125
H: -1.780 1.213 1.741  0.097
H: -4.033 1.646 0.859  0.124
H: -4.316 2.950 -1.224  0.127
H: -2.337 3.789 -2.444  0.126
H: -0.078 3.287 -1.632  0.073
S: 4.614 3.156 -0.576  0.687
Sb: 4.188 0.915 -1.765  0.781
S: 3.373 -0.721 -0.106  0.114
S: 1.958 1.549 -2.079  0.075

Forces on the atoms, in the same order (eV/Å):
1.4515 0.3863 -0.6405
0.1757 -0.2063 0.0615
-0.2969 -0.0739 -0.1407
-0.2276 -0.0557 0.0904
0.0253 -0.0113 -0.0739
-0.0071 -0.0187 -0.0368
-0.0163 0.0202 0.0511
0.0410 0.0410 0.0114
-0.1073 -0.1465 0.1018
-0.6425 0.7345 -0.5002
0.5568 -0.2588 0.3789
-0.0109 -0.0721 0.0076
-0.0022 0.0307 0.0073
-0.0100 0.0229 -0.0177
0.0084 0.0058 0.0066
-0.0165 -0.0847 -0.0297
-0.1096 -0.2533 0.0071
0.0093 -0.0235 0.0439
0.0404 0.0246 -0.0138
-0.0010 0.0083 -0.0204
-0.0424 0.0915 -0.0136
-0.2010 -0.0960 0.1117
0.0302 0.0850 0.2855
0.0100 0.0213 -0.0404
-0.0039 -0.0040 0.0145
0.0018 0.0007 0.0101
-0.0121 -0.0530 -0.0126
0.0237 0.1729 0.1219
-0.3852 -0.2306 0.1113
0.2720 -0.1620 -0.1065
-0.1708 0.0073 0.0641
-0.1717 0.2745 0.2857
0.2451 -0.1246 0.0186
-0.2792 -0.0788 -0.0576
0.1038 0.3170 0.0724
-0.0042 0.1092 -0.0486
-0.0006 -0.0196 0.0240
0.0224 0.0075 -0.0355
0.0074 0.0053 -0.0010
-0.0493 -0.0338 0.0092
0.0379 -0.0156 -0.0030
0.0536 -0.0145 0.0101
-0.0051 -0.0272 0.0003
0.0033 -0.0263 0.0426
0.0137 -0.0022 -0.0101
0.0066 0.0017 -0.0110
0.0055 0.0027 0.0113
0.0245 0.0024 -0.0011
-0.0027 0.0074 -0.0076
0.0003 -0.0001 -0.0068
-0.0090 0.0079 0.0010
0.0043 -0.0013 0.0020
0.0083 0.0066 0.0161
0.0134 0.0169 0.0222
0.0022 -0.0046 -0.0078
0.0048 0.0022 0.0089
-0.0024 0.0048 0.0016
0.0346 0.0144 -0.0045
-0.0021 0.0116 -0.0216
0.0042 0.0051 -0.0048
-0.0025 -0.0078 -0.0003
-0.0008 -0.0105 -0.0118
0.0044 -0.0313 -0.0461
0.0534 -0.0254 -0.0748
0.0065 -0.0011 -0.0070
-0.0165 -0.0122 -0.0034
0.0182 0.0061 0.0051
-0.0023 0.0171 -0.0171
0.0071 0.0100 0.0041
0.0084 -0.0077 -0.0032
0.0053 -0.0040 0.0052
0.0223 -0.0041 -0.0045
0.2025 -0.0326 -0.0984
-0.0566 -0.0622 -0.0827
-0.3650 -0.1813 0.1304
-0.3367 -0.0042 0.0594

***

Q: Which value of E_tot does entry 1 give?
A: -135743.389 eV

***

Q: Which formula does entry 2 have?
A: C37H31N6O6PbS2

***

Q: Which value of strongest force on any atom does entry 2 give?
A: 2.34 eV/A